(1)
Here is a 8-piece molecular cluster, C28H77ClN7O11 overall at a distorted geometry from OMol25. Energies are from the ωB97M-V functional and the def2-TZVPD basis.

CARTESIAN COORDINATES (ANGSTROEM)
1 Cl -16.22 -22.75 -22.88
2 O -16.49 -21.46 -22.28
3 O -15.44 -23.49 -21.92
4 O -17.44 -23.47 -23.11
5 O -15.51 -22.69 -24.15
6 C -11.53 -19.29 -25.57
7 C -12.63 -20.23 -25.19
8 C -12.10 -21.28 -24.19
9 O -11.25 -22.23 -24.80
10 C -11.96 -23.25 -25.48
11 N -13.78 -19.56 -24.59
12 H -11.96 -18.33 -25.89
13 H -10.88 -19.57 -26.39
14 H -10.89 -18.99 -24.73
15 H -12.99 -20.76 -26.08
16 H -12.93 -21.81 -23.70
17 H -11.57 -20.83 -23.34
18 H -12.53 -22.79 -26.29
19 H -12.62 -23.81 -24.82
20 H -11.21 -23.92 -25.90
21 H -13.49 -19.13 -23.71
22 H -14.47 -20.24 -24.28
23 C -16.98 -29.16 -16.71
24 C -16.84 -27.87 -17.54
25 C -15.45 -27.64 -18.11
26 O -15.46 -26.46 -18.87
27 C -14.51 -26.49 -19.93
28 N -17.83 -27.92 -18.62
29 H -18.04 -29.31 -16.48
30 H -16.52 -29.20 -15.72
31 H -16.74 -30.04 -17.33
32 H -17.10 -27.11 -16.79
33 H -15.19 -28.54 -18.68
34 H -14.80 -27.53 -17.24
35 H -13.51 -26.82 -19.63
36 H -14.40 -25.48 -20.31
37 H -14.94 -27.09 -20.73
38 H -17.56 -28.63 -19.29
39 H -18.76 -28.15 -18.28
40 C -18.24 -24.99 -15.07
41 C -18.38 -24.37 -16.47
42 C -17.05 -23.91 -17.09
43 O -17.35 -23.28 -18.31
44 C -16.25 -22.54 -18.78
45 N -19.14 -25.24 -17.38
46 H -17.43 -25.71 -14.95
47 H -19.13 -25.55 -14.78
48 H -18.12 -24.21 -14.32
49 H -18.95 -23.43 -16.42
50 H -16.43 -24.81 -17.21
51 H -16.52 -23.20 -16.44
52 H -15.85 -21.78 -18.09
53 H -16.47 -22.09 -19.74
54 H -15.35 -23.17 -18.85
55 H -19.90 -25.63 -16.83
56 H -18.56 -26.07 -17.53
57 C -23.35 -22.77 -24.38
58 C -22.28 -23.14 -23.34
59 C -20.97 -23.45 -24.03
60 O -21.10 -24.73 -24.65
61 C -19.83 -25.15 -25.10
62 N -22.14 -22.03 -22.36
63 H -24.32 -22.76 -23.85
64 H -23.56 -23.53 -25.14
65 H -23.24 -21.81 -24.88
66 H -22.66 -23.98 -22.76
67 H -20.17 -23.38 -23.29
68 H -20.68 -22.75 -24.82
69 H -19.88 -26.13 -25.59
70 H -19.14 -25.27 -24.26
71 H -19.36 -24.49 -25.84
72 H -23.08 -21.69 -22.18
73 H -21.81 -21.25 -22.94
74 C -16.39 -21.25 -27.34
75 C -17.84 -21.03 -26.96
76 C -18.76 -22.03 -27.61
77 O -18.56 -22.17 -29.00
78 C -19.57 -22.92 -29.58
79 N -18.01 -21.06 -25.50
80 H -16.11 -22.28 -27.08
81 H -15.75 -20.53 -26.82
82 H -16.12 -21.11 -28.39
83 H -18.11 -20.00 -27.24
84 H -19.82 -21.90 -27.37
85 H -18.57 -23.00 -27.10
86 H -20.56 -22.44 -29.65
87 H -19.70 -23.94 -29.20
88 H -19.34 -23.02 -30.65
89 H -17.51 -21.85 -25.12
90 H -17.46 -20.30 -25.09
91 C -18.17 -26.90 -22.35
92 C -18.89 -25.89 -21.47
93 C -20.16 -26.41 -20.80
94 O -20.87 -25.34 -20.24
95 C -22.22 -25.55 -19.98
96 N -17.92 -25.41 -20.47
97 H -17.49 -26.38 -23.03
98 H -18.89 -27.34 -23.05
99 H -17.59 -27.64 -21.80
100 H -19.17 -25.04 -22.10
101 H -20.02 -27.19 -20.05
102 H -20.74 -26.86 -21.62
103 H -22.34 -26.41 -19.31
104 H -22.81 -25.82 -20.88
105 H -22.68 -24.67 -19.53
106 H -17.01 -25.20 -20.88
107 H -17.61 -26.24 -19.94
108 C -19.49 -19.98 -20.67
109 C -19.44 -21.29 -19.86
110 C -20.50 -21.27 -18.78
111 O -20.51 -22.55 -18.15
112 C -21.43 -22.65 -17.10
113 N -19.53 -22.44 -20.73
114 H -18.74 -19.88 -21.45
115 H -19.43 -19.08 -20.04
116 H -20.45 -20.00 -21.20
117 H -18.47 -21.25 -19.36
118 H -21.47 -21.09 -19.28
119 H -20.31 -20.52 -18.01
120 H -20.96 -22.42 -16.14
121 H -21.81 -23.68 -17.05
122 H -22.30 -22.00 -17.22
123 H -20.39 -22.45 -21.28
124 H -18.86 -22.40 -21.50

ΔE to the lowest compared entry with this formula, charge and spin, kcal per mole: 33.30
Maximum force, hartree/bohr: 0.0409
HOMO, eV: -4.824
Charge: -1
Gap between HOMO and LUMO, eV: 7.19

These are the Mulliken partial charges, in e, on atoms 1 to 4:
1 Cl 1.46
2 O -0.71
3 O -0.70
4 O -0.45

=====

(2)
Here is a 11-piece molecular cluster, C28H77N23O18P overall at a distorted geometry from OMol25. Energies are from the ωB97M-V functional and the def2-TZVPD basis.

CARTESIAN COORDINATES (ANGSTROEM)
1 C -3.58 -2.04 -1.12
2 C -1.98 -1.70 -1.00
3 C -1.20 -3.17 -0.81
4 O 0.19 -2.96 -1.23
5 C 1.16 -3.42 -0.23
6 C 1.68 -2.30 0.83
7 N 2.61 -2.71 1.97
8 C 3.49 -1.49 2.32
9 N 4.63 -1.46 3.11
10 P 5.30 -2.96 3.84
11 O 6.09 -3.70 2.68
12 O 3.92 -3.93 4.39
13 O 6.31 -2.53 5.20
14 N 2.80 -0.34 1.63
15 C 1.97 0.57 2.50
16 C 0.88 -0.18 3.48
17 C 0.84 0.40 5.02
18 C -0.69 0.78 5.49
19 O -0.91 1.72 6.44
20 O -1.93 0.13 4.96
21 C 2.21 -0.83 0.33
22 C 3.49 -0.69 -0.69
23 C 4.10 -2.10 -1.27
24 O 4.69 -2.99 -0.26
25 C 5.48 -4.08 -0.90
26 C 4.60 -5.48 -1.04
27 C 1.05 0.03 -0.44
28 O 1.36 1.45 -0.66
29 C 0.62 2.03 -1.79
30 C 1.61 2.08 -3.10
31 H -3.69 -2.95 -1.86
32 H -4.11 -1.06 -1.50
33 H -3.99 -2.41 -0.08
34 H -1.53 -1.11 -1.91
35 H -1.84 -1.15 0.04
36 H -1.77 -3.95 -1.48
37 H -1.35 -3.45 0.32
38 H 0.66 -4.29 0.42
39 H 2.05 -3.97 -0.80
40 H 0.67 -2.00 1.39
41 H 2.15 -3.18 2.78
42 H 5.10 -0.51 3.24
43 H 4.30 -4.67 4.95
44 H 6.52 -1.54 5.22
45 H 2.73 1.12 3.23
46 H 1.39 1.43 1.95
47 H -0.19 0.02 3.01
48 H 1.00 -1.34 3.56
49 H 1.19 -0.48 5.75
50 H 1.62 1.28 5.22
51 H -2.45 0.84 4.47
52 H 3.29 0.00 -1.64
53 H 4.37 -0.15 -0.10
54 H 3.29 -2.60 -1.96
55 H 4.99 -1.80 -2.00
56 H 6.42 -4.32 -0.20
57 H 5.94 -3.76 -1.94
58 H 5.40 -6.33 -1.27
59 H 3.77 -5.42 -1.88
60 H 4.07 -5.75 -0.01
61 H 0.02 0.01 0.17
62 H 0.80 -0.43 -1.50
63 H 0.41 3.17 -1.50
64 H -0.43 1.55 -1.99
65 H 2.74 1.98 -2.72
66 H 1.58 3.11 -3.68
67 H 1.33 1.17 -3.80
68 C -1.76 -5.22 2.81
69 O -1.71 -4.34 1.96
70 N -0.85 -5.32 3.80
71 N -2.73 -6.15 2.84
72 H -0.88 -6.04 4.51
73 H -0.11 -4.64 3.81
74 H -3.43 -6.10 2.11
75 H -2.78 -6.88 3.53
76 C 3.32 3.44 5.97
77 O 3.42 2.52 5.18
78 N 4.39 4.01 6.57
79 N 2.14 3.98 6.32
80 H 4.33 4.77 7.23
81 H 5.30 3.63 6.34
82 H 1.31 3.59 5.89
83 H 2.04 4.74 6.97
84 C -4.87 -2.50 -4.83
85 O -3.89 -2.68 -4.14
86 N -4.81 -2.36 -6.17
87 N -6.12 -2.42 -4.32
88 H -5.61 -2.21 -6.76
89 H -3.89 -2.42 -6.59
90 H -6.21 -2.52 -3.32
91 H -6.94 -2.26 -4.88
92 C 1.99 5.73 3.03
93 O 1.04 5.75 3.79
94 N 2.14 6.61 2.02
95 N 2.97 4.81 3.12
96 H 2.91 6.60 1.38
97 H 1.42 7.31 1.92
98 H 2.90 4.13 3.86
99 H 3.76 4.77 2.49
100 C 4.54 8.99 0.99
101 O 3.82 8.13 0.52
102 N 4.46 9.37 2.28
103 N 5.47 9.64 0.28
104 H 5.04 10.08 2.69
105 H 3.77 8.91 2.86
106 H 5.57 9.38 -0.70
107 H 6.08 10.35 0.65
108 C -5.40 -5.91 -1.77
109 O -6.03 -5.13 -1.06
110 N -5.33 -7.22 -1.51
111 N -4.73 -5.52 -2.86
112 H -4.83 -7.88 -2.07
113 H -5.83 -7.56 -0.69
114 H -4.76 -4.53 -3.10
115 H -4.21 -6.15 -3.46
116 C 2.61 4.90 -6.08
117 O 2.07 3.81 -6.02
118 N 3.54 5.20 -7.00
119 N 2.34 5.90 -5.22
120 H 4.01 6.09 -7.07
121 H 3.78 4.47 -7.66
122 H 1.64 5.72 -4.51
123 H 2.78 6.81 -5.25
124 C -9.01 -2.83 -1.29
125 O -7.91 -2.29 -1.29
126 N -9.16 -4.16 -1.34
127 N -10.16 -2.13 -1.25
128 H -10.06 -4.62 -1.34
129 H -8.32 -4.72 -1.37
130 H -10.09 -1.12 -1.21
131 H -11.07 -2.56 -1.25
132 C -4.05 -1.24 -9.55
133 O -4.46 -1.89 -8.60
134 N -2.81 -1.39 -10.05
135 N -4.80 -0.33 -10.19
136 H -2.45 -0.87 -10.84
137 H -2.21 -2.07 -9.60
138 H -5.74 -0.19 -9.84
139 H -4.48 0.21 -10.97
140 C -2.91 6.08 4.73
141 O -4.00 6.64 4.77
142 N -2.77 4.77 4.96
143 N -1.77 6.74 4.46
144 H -1.88 4.29 4.94
145 H -3.60 4.24 5.18
146 H -1.84 7.73 4.28
147 H -0.87 6.29 4.42

Maximum force, hartree/bohr: 0.1702
HOMO, eV: -10.316
Charge: +1
Gap between HOMO and LUMO, eV: 6.80

These are the Mulliken partial charges, in e, on atoms 1 to 4:
1 C -0.50
2 C 0.02
3 C 0.03
4 O -0.38

=====

> Among the records above, which one has the highest maximum force?

C28H77N23O18P

=====

> gap between HOMO and LUMO of number 1 (C28H77ClN7O11)?

7.19 eV

=====

> Which value of maximum force does entry 1 give?

0.0409 hartree/bohr